[1]
Here is a molecular structure, C41H47Cl5N5O3SSiTi at a distorted geometry from the OMol25 dataset. Energies are from ωB97M-V/def2-TZVPD.

Element x y z (Å)
Ti1 -0.6838 1.6952 0.4472
C1 1.1891 2.3344 -3.6149
C2 0.2362 2.2751 -2.5829
N1 0.5588 2.1351 -1.3198
C3 1.8774 2.0145 -0.9937
C4 2.8935 2.0100 -1.9565
C5 2.5090 2.1901 -3.3032
C6 4.2395 1.8373 -1.5348
C7 4.5108 1.6853 -0.2102
C8 3.4823 1.7398 0.7670
C9 2.1805 1.9493 0.4033
N2 1.0738 2.1672 1.2418
C10 1.1093 3.1740 2.1978
C11 2.2011 3.8146 2.7351
C12 2.0511 4.8607 3.6799
C13 0.8291 5.2901 4.0960
C14 -0.3294 4.6859 3.5399
C15 -1.6443 5.0809 3.8594
C16 -2.7134 4.4682 3.2654
C17 -2.4685 3.4682 2.3119
N3 -1.2536 3.0796 1.9875
C18 -0.1839 3.6520 2.6031
H1 0.8567 2.4683 -4.6344
H2 -0.8220 2.3271 -2.8104
H3 3.2680 2.2051 -4.0762
H4 5.0295 1.8187 -2.2737
H5 5.5308 1.5288 0.1159
H6 3.7343 1.6139 1.8112
H7 3.1978 3.5338 2.4321
H8 2.9443 5.3231 4.0796
H9 0.7236 6.0837 4.8232
H10 -1.7948 5.8784 4.5777
H11 -3.7313 4.7513 3.4908
H12 -3.2878 2.9762 1.7982
Cl1 -3.8862 0.9281 -0.4495
C19 -3.3386 2.4866 -1.0516
C20 -2.0958 2.9432 -0.6349
C21 -1.7992 4.2458 -1.0345
Cl2 -0.3129 4.9882 -0.4603
C22 -2.6232 5.0151 -1.8515
Cl3 -2.1723 6.6106 -2.3253
C23 -3.8337 4.4811 -2.2884
Cl4 -4.8716 5.3999 -3.3110
C24 -4.2051 3.2086 -1.8707
Cl5 -5.7219 2.5509 -2.3562
C25 -4.1030 -2.1171 2.1806
C26 -3.0414 -1.1330 2.5335
C27 -2.7964 -0.4349 3.7069
C28 -1.7014 0.3882 3.4327
N4 -1.2996 0.2352 2.1599
N5 -2.1129 -0.7338 1.6708
C29 -0.9694 1.2524 4.4062
H13 -4.5916 -2.4784 3.0830
H14 -3.6985 -2.9736 1.6421
H15 -4.8609 -1.6520 1.5476
H16 -3.3225 -0.5247 4.6416
H17 -1.9095 -1.0459 0.7105
H18 -0.9278 0.7476 5.3716
H19 -1.4650 2.2122 4.5592
H20 0.0503 1.4357 4.0746
C30 1.6356 -1.8716 1.7785
C31 2.4263 -2.5526 0.6673
C32 2.4299 -4.0676 0.8383
C33 3.8556 -2.0409 0.6210
O1 1.8591 -2.1919 -0.6034
Si1 0.3216 -2.2802 -1.1657
S1 -0.7740 -0.5118 -0.9979
O2 0.3662 -2.7462 -2.7329
C34 1.3671 -2.6754 -3.7490
C35 1.9488 -1.2694 -3.7945
C36 0.6539 -2.9961 -5.0539
C37 2.4486 -3.7060 -3.4500
O3 -0.4089 -3.4951 -0.3285
C38 -1.4608 -4.4006 -0.6704
C39 -2.5847 -3.6679 -1.3911
C40 -1.9457 -4.9742 0.6542
C41 -0.8964 -5.5092 -1.5529
H21 2.1370 -2.0053 2.7393
H22 0.6307 -2.2917 1.8520
H23 1.5444 -0.8024 1.5760
H24 2.9202 -4.3287 1.7784
H25 2.9817 -4.5359 0.0210
H26 1.4178 -4.4627 0.8477
H27 4.3833 -2.2909 1.5430
H28 3.8629 -0.9613 0.4886
H29 4.3854 -2.4942 -0.2181
H30 1.1640 -0.5510 -4.0332
H31 2.7264 -1.2073 -4.5593
H32 2.3855 -0.9976 -2.8315
H33 -0.1520 -2.2816 -5.2213
H34 0.2232 -3.9975 -5.0141
H35 1.3480 -2.9494 -5.8945
H36 2.9619 -3.4535 -2.5228
H37 3.1815 -3.7409 -4.2587
H38 2.0031 -4.6962 -3.3425
H39 -2.9829 -2.8593 -0.7762
H40 -3.3937 -4.3630 -1.6226
H41 -2.2275 -3.2276 -2.3230
H42 -2.2179 -4.1650 1.3344
H43 -1.1527 -5.5555 1.1262
H44 -2.8113 -5.6221 0.5077
H45 -0.5566 -5.1022 -2.5038
H46 -1.6582 -6.2672 -1.7468
H47 -0.0502 -5.9852 -1.0553

Values from the calculation:
* ⟨S²⟩: 0.7542
* E_HOMO (alpha / beta): -7.449 / -7.672 eV
* 2S+1: 2

[2]
Here is a molecular structure, C41H47CrF5N4P3S at a distorted geometry from the OMol25 dataset. Energies are from ωB97M-V/def2-TZVPD.

Element x y z (Å)
Cr1 1.7689 -1.1779 1.5055
C1 2.7313 -3.0743 2.4331
C2 3.6459 -2.5629 1.4601
C3 3.5853 -3.3972 0.3369
C4 2.6610 -4.4344 0.6001
C5 2.1654 -4.2586 1.8864
H1 2.7863 -2.8592 3.4931
H2 4.4681 -1.8961 1.6679
H3 4.1953 -3.2836 -0.5493
H4 2.3936 -5.2425 -0.0697
H5 1.4811 -4.9256 2.3947
C6 -4.6330 4.2887 -0.7059
S1 -3.6653 4.3743 -2.2304
C7 -2.8099 2.7799 -2.1407
C8 -1.8303 2.6717 -0.9777
C9 -1.1085 1.3216 -1.0014
N1 -0.7147 0.8162 0.3350
P1 -1.0500 -0.8801 0.4231
C10 -2.8883 -0.8980 0.4673
C11 -3.5039 -2.1050 0.1365
C12 -4.8867 -2.2307 0.1761
C13 -5.6659 -1.1384 0.5301
C14 -5.0602 0.0679 0.8595
C15 -3.6779 0.1897 0.8302
C16 -0.7590 -1.1761 2.2155
C17 -0.2009 -2.4113 2.5707
C18 -0.0762 -2.7495 3.9253
C19 -0.4784 -1.8656 4.8994
C20 -1.0997 -0.6640 4.5440
C21 -1.2605 -0.3305 3.2192
P2 0.9534 1.0891 1.0375
C22 0.4437 2.0633 2.5062
C23 0.9371 1.7407 3.7668
C24 0.5108 2.4341 4.8923
C25 -0.4232 3.4500 4.7702
C26 -0.9392 3.7644 3.5195
C27 -0.5112 3.0719 2.3966
C28 1.5873 2.3584 -0.1331
C29 1.6627 3.7104 0.1938
C30 2.2025 4.6227 -0.7037
C31 2.6934 4.2008 -1.9285
C32 2.6391 2.8549 -2.2602
C33 2.0998 1.9457 -1.3649
H6 -5.2619 5.1762 -0.6907
H7 -3.9885 4.2986 0.1714
H8 -5.2598 3.3964 -0.7119
H9 -2.2828 2.6964 -3.0948
H10 -3.5655 1.9908 -2.0809
H11 -2.3736 2.7631 -0.0381
H12 -1.1063 3.4872 -1.0377
H13 -0.2490 1.4027 -1.6685
H14 -1.8010 0.5876 -1.4388
H15 -2.8882 -2.9570 -0.1389
H16 -5.3551 -3.1770 -0.0635
H17 -6.7444 -1.2276 0.5543
H18 -5.6680 0.9153 1.1525
H19 -3.2096 1.1320 1.0893
H20 -0.0881 -3.1689 1.8050
H21 0.3110 -3.7224 4.1990
H22 -0.3662 -2.1191 5.9457
H23 -1.4726 0.0004 5.3130
H24 -1.7937 0.5677 2.9383
H25 1.6437 0.9329 3.8858
H26 0.9101 2.1732 5.8647
H27 -0.7509 3.9949 5.6466
H28 -1.6687 4.5581 3.4161
H29 -0.9251 3.3195 1.4284
H30 1.3165 4.0639 1.1530
H31 2.2427 5.6704 -0.4347
H32 3.1324 4.9123 -2.6160
H33 3.0300 2.5177 -3.2131
H34 2.1001 0.8913 -1.6019
F1 3.3804 0.1904 2.7767
C34 3.1733 1.0306 1.6723
F2 3.4664 0.1305 0.5927
C35 4.3114 2.0534 1.6836
F3 5.4083 1.6265 2.3213
F4 4.6633 2.3765 0.4342
F5 3.9010 3.1729 2.2970
C36 -0.5554 -2.1080 -4.9373
N2 -0.6461 -3.1150 -3.7829
C37 0.5506 -4.0721 -3.9030
N3 1.7666 -3.3486 -3.9243
C38 1.7927 -2.4143 -5.0426
N4 0.6983 -1.4513 -4.9432
C39 0.8706 -0.5254 -3.8201
P3 0.8791 -1.3593 -2.1333
C40 -0.6381 -2.4154 -2.4553
C41 2.0806 -2.7059 -2.6427
H35 -1.3696 -1.3947 -4.8151
H36 -0.6925 -2.6733 -5.8594
H37 -1.5110 -3.6463 -3.8807
H38 0.4177 -4.6228 -4.8343
H39 0.5173 -4.7524 -3.0533
H40 1.6922 -2.9669 -5.9784
H41 2.7421 -1.8831 -5.0453
H42 0.0776 0.2253 -3.8487
H43 1.8218 -0.0043 -3.9407
H44 -1.5341 -1.7968 -2.3838
H45 -0.6868 -3.1603 -1.6611
H46 2.1081 -3.4550 -1.8516
H47 3.0776 -2.2661 -2.7011

Values from the calculation:
* ⟨S²⟩: 6.0547
* total charge: +1
* E_HOMO (alpha / beta): -9.559 / -9.801 eV
* 2S+1: 5

Among the records above, which one has the highest ⟨S²⟩? C41H47CrF5N4P3S